DFT (wB97M-V/def2-TZVPD) results for one molecule with the formula C27H31N5O4S2 at a distorted geometry.

The value obtained for the total energy is -2418.63854 Ha. For the gap between HOMO and LUMO, the calculation gives 0.2934 Ha. The lowest unoccupied orbital energy is 0.0153 Ha. Its multiplicity is 1. The HOMO energy comes out at -7.568 eV. The SMILES is CCOC(=O)c1c(NC(=O)CSc2nnc(-c3c[nH]c4ccccc34)n2CCOC)sc2c1CCCCC2.

Structure (XYZ):
```
69
Properties=species:S:1:pos:R:3:forces:R:3
C 2.62354 0.94506 -0.73154 -0.3 0.2 0.3
C 2.02176 1.38951 0.59367 0.5 -0.5 0.0
O 0.85116 2.17929 0.38577 -0.2 0.2 -0.1
C -0.29528 1.52249 0.18517 -0.1 -0.2 0.1
O -0.37641 0.30726 0.27824 0.2 0.1 0.0
C -1.42894 2.37026 -0.17096 -0.4 -0.2 -0.2
C -2.52033 1.79744 -0.80480 0.0 0.3 0.0
N -2.63081 0.48008 -1.15701 0.3 -0.1 0.0
C -3.69846 -0.01581 -1.82780 0.2 -0.3 0.0
O -4.65102 0.67351 -2.13011 -0.2 -0.2 -0.2
C -3.58716 -1.48513 -2.17501 0.1 -0.2 0.2
S -3.09107 -2.51008 -0.74974 -0.4 -0.2 -0.1
C -1.36323 -2.34721 -0.90414 0.1 0.0 -0.1
N -0.73796 -1.86391 -1.94637 -1.1 -0.1 0.0
N 0.56964 -1.87667 -1.66645 1.2 -0.1 0.3
C 0.74024 -2.35710 -0.45864 -0.5 0.0 -0.2
C 2.03423 -2.49537 0.15168 0.4 -0.1 0.5
C 2.38330 -2.64480 1.47057 -0.3 0.1 -0.2
N 3.74197 -2.70042 1.59087 0.1 0.0 0.4
C 4.31077 -2.58849 0.35225 -0.1 0.1 -0.6
C 5.64603 -2.59059 -0.03110 0.1 0.0 0.0
C 5.91880 -2.45701 -1.37550 0.1 0.0 0.2
C 4.89295 -2.32676 -2.31642 -0.1 0.0 -0.2
C 3.56779 -2.32440 -1.94205 0.1 0.0 -0.1
C 3.26632 -2.45426 -0.58806 0.3 -0.1 0.3
N -0.48450 -2.67570 0.08293 0.1 0.4 -0.8
C -0.82469 -3.27993 1.33769 0.1 -0.6 0.3
C -0.38638 -4.74436 1.38032 0.0 0.1 0.1
O -1.12217 -5.44196 0.40741 -0.1 0.4 0.1
C -0.77264 -6.79747 0.31164 0.1 -0.1 0.0
S -3.74711 2.92711 -1.19852 0.5 0.6 0.4
C -2.80585 4.20804 -0.48189 0.1 -0.4 -0.2
C -1.61346 3.77896 0.01139 -0.2 0.2 -0.2
C -0.67350 4.70478 0.71977 0.0 -0.1 0.3
C -1.30131 5.31577 1.97841 0.1 0.3 -0.1
C -2.25165 6.47916 1.69908 -0.2 -0.3 0.2
C -3.55323 6.08724 1.00301 0.1 0.3 -0.1
C -3.35150 5.59376 -0.43410 -0.2 0.0 0.2
H 2.80178 1.80929 -1.36677 0.1 0.1 -0.1
H 3.56464 0.43248 -0.55395 0.1 -0.1 0.0
H 1.94870 0.26109 -1.24164 0.0 -0.1 -0.1
H 2.70636 2.04074 1.14238 -0.1 -0.1 0.0
H 1.76388 0.51793 1.20465 0.1 0.2 0.0
H -1.82402 -0.09395 -0.91003 -0.3 0.1 -0.1
H -4.55266 -1.85389 -2.51689 0.1 0.1 0.0
H -2.82207 -1.63367 -2.93892 -0.1 0.0 -0.1
H 1.77228 -2.70187 2.35024 -0.1 0.0 0.1
H 4.24335 -2.79845 2.45730 -0.1 0.0 -0.1
H 6.43645 -2.69331 0.69794 0.1 0.0 0.0
H 6.94540 -2.45345 -1.71077 0.1 0.0 0.0
H 5.15363 -2.22545 -3.35928 0.0 0.0 -0.1
H 2.76896 -2.21641 -2.65715 0.0 0.0 -0.1
H -0.37082 -2.71605 2.15515 -0.1 0.0 0.0
H -1.91267 -3.23798 1.43618 0.2 0.1 0.1
H -0.58059 -5.15720 2.38337 0.0 0.1 -0.1
H 0.69298 -4.82596 1.17406 -0.1 0.0 0.1
H -1.40299 -7.22390 -0.46508 0.1 -0.1 0.0
H -0.95175 -7.32162 1.25885 0.0 0.0 0.0
H 0.28252 -6.91787 0.03543 0.0 0.0 0.0
H -0.38095 5.51027 0.04050 0.1 0.0 0.0
H 0.22453 4.15745 0.99542 0.0 0.2 -0.1
H -0.49540 5.68639 2.61684 0.0 0.0 0.1
H -1.82978 4.53650 2.53157 0.0 0.0 0.1
H -1.73247 7.22510 1.09172 0.0 0.1 0.0
H -2.50292 6.95233 2.65219 0.0 0.1 0.0
H -4.20521 6.96343 0.97865 -0.1 0.0 0.0
H -4.05972 5.31129 1.58023 -0.1 0.0 0.0
H -2.67298 6.27760 -0.95350 -0.1 0.0 -0.1
H -4.30831 5.60683 -0.95836 0.0 0.1 -0.1
```
Forces are in eV/Å.

These are the Löwdin partial charges, in e, on atoms 1 to 4:
1. C -0.046
2. C -0.198
3. O -0.004
4. C -0.399